# 1
29
Properties=species:S:1:pos:R:3 method="wB97M-V/def2-TZVPD" energy_ha=-841.21498 spin_multiplicity=1 homo_energy_ev=-12.8 de_lowest_kj_mol=0.0 orbital_gap_ev=9.02 largest_force_ev_per_a=3.91 smiles=C[N+]1(C)CCNP1c1ccccc1 total_charge=+1 lumo_ha=-0.13963
C -0.201 0.620 -3.060
N 0.346 0.143 -1.737
C 1.200 1.139 -0.967
C 1.038 -1.213 -1.863
C -0.131 -2.304 -1.631
N -0.677 -1.808 -0.370
P -1.326 -0.310 -0.509
C -0.809 0.254 1.192
C 0.089 -0.414 2.018
C 0.389 -0.068 3.285
C -0.166 1.123 3.818
C -0.994 1.815 2.974
C -1.323 1.465 1.677
H -0.898 1.456 -2.926
H 0.617 0.761 -3.855
H -0.811 -0.092 -3.513
H 1.493 0.709 -0.050
H 2.177 1.493 -1.522
H 0.711 2.041 -0.582
H 1.726 -1.283 -0.985
H 1.511 -1.299 -2.775
H -1.004 -2.298 -2.328
H 0.403 -3.189 -1.689
H -0.949 -2.515 0.326
H 0.460 -1.340 1.727
H 0.973 -0.839 3.896
H -0.135 1.341 4.906
H -1.599 2.644 3.368
H -2.112 1.968 1.176



# 2
29
Properties=species:S:1:pos:R:3 method="wB97M-V/def2-TZVPD" energy_ha=-554.46558 spin_multiplicity=1 homo_energy_ev="-12.4 / -12.4" de_lowest_kj_mol=568.1 orbital_gap_ev="5.75 / 5.75" largest_force_ev_per_a=5.54 total_charge=+1 lumo_ha="-0.24542 / -0.24533"
C 1.640 -1.386 0.347
C -2.756 1.066 0.161
C -2.193 2.177 -0.358
C -0.575 0.684 -0.161
C 2.027 0.750 1.770
C -2.613 -1.972 -0.504
C 2.311 -0.426 -1.822
C 2.777 0.801 0.432
C -1.906 -1.278 0.656
C 2.274 -0.365 -0.318
N 1.148 -2.297 0.848
N -1.752 0.152 0.312
N -0.885 1.927 -0.469
H -3.776 0.919 0.342
H -2.787 3.010 -0.563
H 2.374 -0.283 2.246
H 1.051 0.913 1.490
H 2.447 1.584 2.369
H -1.844 -2.625 -1.117
H -3.086 -1.189 -1.138
H -3.463 -2.564 -0.049
H 2.843 -1.339 -2.102
H 2.633 0.574 -2.371
H 1.405 -0.841 -2.258
H 3.786 0.585 0.699
H 2.514 1.805 0.045
H -0.968 -1.598 0.762
H -2.504 -1.184 1.658
H -0.122 2.400 -0.907



# 3
30
Properties=species:S:1:pos:R:3 method="wB97M-V/def2-TZVPD" energy_ha=-952.69603 spin_multiplicity=1 homo_energy_ev="-10.2 / -11.4" de_lowest_kj_mol=291.2 orbital_gap_ev="6.48 / 7.66" largest_force_ev_per_a=3.61 total_charge=+1 lumo_ha="-0.13682 / -0.13828"
C 2.470 -1.486 -0.389
C 1.427 -0.895 0.277
C 2.792 0.786 0.084
C -0.559 -0.715 1.713
C -1.249 0.409 1.461
C -1.258 0.103 -1.021
C 0.274 -1.508 0.833
C -2.210 0.099 -2.133
C -0.108 -2.948 0.737
C -1.202 2.226 -0.064
N 1.694 0.387 0.613
N 3.292 2.022 0.277
N -1.622 0.835 0.158
S 3.731 -0.481 -0.726
H 2.472 -2.511 -0.619
H -0.689 -1.056 2.673
H -1.764 0.846 2.328
H -0.163 -0.028 -1.153
H -3.240 0.273 -1.817
H -2.127 -0.837 -2.783
H -1.975 0.983 -2.728
H -1.299 -3.035 0.760
H 0.232 -3.673 1.578
H 0.218 -3.345 -0.241
H -1.010 2.358 -1.158
H -1.839 3.030 0.268
H -0.293 2.295 0.457
H 2.736 2.638 0.722
H 3.914 2.376 -0.342
H -2.647 0.853 0.233